# 1
This record from the Open Molecules 2025 dataset describes 9 unconnected molecules or ions with the total composition C15H18Cl32NO in a non-equilibrium geometry. The level of theory is ωB97M-V with the def2-TZVPD basis set.

```
67
Properties=species:S:1:pos:R:3:forces:R:3
C 2.4961 0.3074 0.0862 2.38 -0.88 1.06
N 1.0251 0.6365 0.2107 -0.50 0.49 -0.17
C 0.4240 1.2870 -1.0400 0.60 1.69 -2.44
C -0.1785 2.7730 -0.6996 -0.56 -0.18 -1.28
C -1.7392 2.7963 -0.2005 -0.19 0.89 0.96
C -2.0639 1.8891 1.1247 -1.43 -0.09 0.23
C -3.3382 0.8410 0.8560 0.77 0.30 1.00
O -3.1037 0.0465 -0.3934 -0.34 -0.33 2.95
C -3.4361 -1.3598 -0.1166 -0.08 -1.06 -1.12
H 2.7606 -0.2986 -0.8954 -0.84 1.37 2.11
H 2.7768 -0.3374 1.0508 -0.55 1.25 -2.24
H 3.1656 1.2896 0.1824 -1.81 -2.03 -0.51
H 0.9409 1.3674 0.9793 -0.18 -1.42 -0.91
H 0.4331 -0.2136 0.4033 0.93 1.08 0.27
H 1.3529 1.4628 -1.7689 -2.02 -0.41 1.62
H -0.3039 0.5763 -1.6243 1.23 1.31 1.62
H -0.1458 3.3890 -1.7210 0.03 -1.37 2.21
H 0.5837 3.3018 0.0146 -1.60 -0.94 -1.10
H -2.5291 2.5246 -1.0317 2.02 0.40 1.44
H -1.9769 3.9256 0.1029 0.59 -2.48 -0.78
H -2.4311 2.5885 2.0187 0.94 -1.52 -1.91
H -1.1636 1.2695 1.5420 -1.57 1.08 -0.87
H -4.3645 1.4098 0.8393 2.02 -0.99 -0.33
H -3.3726 0.1397 1.8163 0.02 1.26 -2.14
H -2.9439 -1.8048 0.8490 -0.92 1.24 -1.69
H -4.6026 -1.4751 -0.0802 2.28 0.02 0.04
H -2.9951 -1.9942 -1.0257 -1.14 1.45 1.91
C -7.8026 -0.2112 -0.2319 -0.24 0.01 -0.09
Cl -6.9217 -0.4340 1.3008 -0.19 0.04 -0.27
Cl -8.8645 -1.6134 -0.5158 0.33 0.39 0.09
Cl -8.7873 1.2709 -0.1408 0.30 -0.40 -0.01
Cl -6.6367 -0.0682 -1.5715 -0.21 -0.01 0.30
C 3.5355 5.1175 0.4375 0.20 0.42 -0.18
Cl 3.0016 6.7421 0.9379 0.13 -0.57 -0.13
Cl 5.3153 5.0406 0.4715 -0.59 -0.05 0.03
Cl 2.8669 3.9020 1.5556 0.18 0.30 -0.17
Cl 2.9582 4.7855 -1.2151 0.10 0.02 0.30
C 4.7355 -2.8446 -1.7517 0.24 -0.22 -0.05
Cl 5.9839 -3.8875 -2.4786 -0.44 0.36 0.25
Cl 3.5731 -3.8499 -0.8501 0.20 0.25 -0.20
Cl 5.5047 -1.6841 -0.6399 -0.13 -0.18 -0.36
Cl 3.8803 -1.9570 -3.0383 0.12 -0.14 0.25
C -3.0645 -5.2589 0.0197 -0.14 -0.10 -0.07
Cl -2.7571 -6.9824 0.3505 -0.07 0.49 -0.07
Cl -3.0226 -4.3441 1.5481 -0.01 -0.37 -0.21
Cl -1.8116 -4.6329 -1.0817 -0.33 0.06 0.35
Cl -4.6666 -5.0762 -0.7381 0.46 -0.01 0.21
C 0.2355 -7.4419 -3.8931 -0.02 -0.18 -0.04
Cl -0.1836 -6.0797 -4.9623 0.09 -0.28 0.26
Cl -0.7642 -7.3700 -2.4199 0.36 -0.22 -0.49
Cl -0.0678 -8.9786 -4.7423 0.09 0.44 0.23
Cl 1.9576 -7.3393 -3.4477 -0.39 0.00 -0.09
C 4.4355 2.8216 5.2454 0.22 0.18 0.35
Cl 3.1993 2.1514 4.1513 0.12 -0.17 0.35
Cl 4.2324 4.5880 5.3600 0.03 -0.51 -0.10
Cl 4.2531 2.0965 6.8627 0.03 0.19 -0.54
Cl 6.0572 2.4504 4.6076 -0.42 0.20 0.12
C 5.9355 -2.4363 3.4980 0.24 -0.08 0.24
Cl 4.4764 -2.6126 2.4909 0.17 -0.02 0.26
Cl 7.3748 -2.8621 2.5379 -0.42 0.12 0.22
Cl 6.0716 -0.7498 4.0564 -0.10 -0.45 -0.20
Cl 5.8193 -3.5208 4.9069 0.00 0.31 -0.43
C -3.0645 4.9863 -3.6197 -0.16 0.11 -0.14
Cl -1.6605 4.5201 -4.6127 -0.28 0.08 0.25
Cl -4.0511 6.1752 -4.5072 0.32 -0.38 0.29
Cl -4.0481 3.5430 -3.2673 0.22 0.31 -0.08
Cl -2.4983 5.7067 -2.0917 -0.10 -0.09 -0.36
```
Forces are in eV/Å.

## Properties
LUMO energy = -2.9020 eV
E_tot = -420089.6614 eV
Charge = +1

Atomic partial charges in e from the natural (NBO) method, atoms 1 to 5: atom 1 (C): -0.477, atom 2 (N): -0.556, atom 3 (C): -0.263, atom 4 (C): -0.445, atom 5 (C): -0.445

---

# 2
This record from the Open Molecules 2025 dataset describes 2 unconnected molecules or ions with the total composition CH4FIP2 in a non-equilibrium geometry. The level of theory is ωB97M-V with the def2-TZVPD basis set.

```
9
Properties=species:S:1:pos:R:3:forces:R:3
C 1.2105 0.3916 0.0799 -0.50 -1.19 1.34
F 0.7805 -2.0761 0.0733 -0.66 -0.47 0.07
P -0.2918 -0.8363 0.1608 2.84 0.94 0.94
P -2.2328 1.1915 1.1481 -0.04 -0.24 -0.27
I -3.7875 0.5165 -0.5234 0.05 0.10 0.13
H 0.9061 1.4241 0.3495 0.73 -0.58 -0.85
H 1.7813 0.0711 -0.7790 -0.71 1.15 -1.53
H 2.0535 0.0070 0.6780 -0.91 0.33 1.41
H -0.4198 -0.6894 -1.1873 -0.79 -0.05 -1.24
```
Forces are in eV/Å.

## Properties
LUMO energy (alpha / beta) = -1.8852 / -1.7057 eV
E_tot = -30495.3855 eV

Atomic partial charges in e from the natural (NBO) method, atoms 1 to 5: atom 1 (C): -0.955, atom 2 (F): -0.596, atom 3 (P): 0.951, atom 4 (P): 0.022, atom 5 (I): -0.061

---

# 3
This record from the Open Molecules 2025 dataset describes 2 unconnected molecules or ions with the total composition CH3BrNO2 in a non-equilibrium geometry. The level of theory is ωB97M-V with the def2-TZVPD basis set.

```
8
Properties=species:S:1:pos:R:3:forces:R:3
C -1.0347 0.4735 -0.5693 -1.46 1.60 -0.64
N 1.7118 -0.2838 1.0250 1.45 0.79 1.65
O 1.4687 -0.2969 -0.2624 -0.67 0.42 -1.51
O -1.4380 -0.0367 -1.6008 0.38 0.34 0.10
Br 0.7021 -1.7535 1.8250 -0.65 -1.11 0.68
H -1.1834 0.0422 0.3879 0.27 -1.21 1.16
H -0.8666 1.5950 -0.4226 0.40 -0.66 -0.79
H 0.6401 0.2602 -0.3827 0.29 -0.16 -0.66
```
Forces are in eV/Å.

## Properties
LUMO energy (alpha / beta) = 3.9090 / 3.9084 eV
E_tot = -76709.6984 eV
Charge = -1

Atomic partial charges in e from the natural (NBO) method, atoms 1 to 5: atom 1 (C): 0.151, atom 2 (N): -0.448, atom 3 (O): -0.517, atom 4 (O): -0.554, atom 5 (Br): -0.232